{"formula": "C6H27ClN4O4", "method": "ωB97M-V/def2-TZVPD", "spin_multiplicity": 2, "energy_ha": -1224.33203, "gap_ev": [4.19, 6.24], "total_charge": 1, "s_squared": 0.750, "elements": ["N", "H", "H", "H", "H", "N", "H", "H", "H", "H", "N", "H", "H", "H", "H", "Cl", "O", "O", "O", "O", "C", "C", "N", "C", "C", "C", "C", "H", "H", "H", "H", "H", "H", "H", "H", "H", "H", "H", "H", "H", "H", "H"], "positions_angstrom": [[-25.986, 4.115, -23.180], [-25.201, 4.320, -23.782], [-26.209, 3.135, -23.275], [-26.809, 4.689, -23.300], [-25.654, 4.272, -22.240], [-25.969, 0.517, -25.500], [-26.469, -0.140, -26.082], [-25.584, 1.339, -25.944], [-25.251, 0.017, -24.995], [-26.539, 0.855, -24.737], [-21.988, -0.366, -24.465], [-22.901, -0.676, -24.163], [-21.342, -0.587, -23.721], [-21.975, 0.640, -24.550], [-21.706, -0.847, -25.307], [-23.451, 3.542, -25.672], [-24.834, 3.480, -26.098], [-23.098, 2.227, -25.155], [-22.572, 3.923, -26.751], [-23.362, 4.536, -24.597], [-25.104, 6.823, -27.232], [-24.892, 8.092, -28.089], [-24.289, 7.918, -29.399], [-22.978, 7.182, -29.309], [-22.010, 7.759, -28.294], [-25.237, 7.215, -30.323], [-24.782, 7.592, -31.760], [-24.180, 6.363, -26.882], [-25.716, 6.079, -27.743], [-25.725, 7.061, -26.369], [-25.853, 8.586, -28.230], [-24.327, 8.829, -27.520], [-23.195, 6.141, -29.072], [-22.462, 7.269, -30.265], [-21.904, 8.840, -28.378], [-22.411, 7.538, -27.305], [-21.012, 7.320, -28.334], [-26.266, 7.573, -30.318], [-25.304, 6.131, -30.229], [-23.849, 7.130, -32.082], [-24.431, 8.621, -31.840], [-25.553, 7.418, -32.510]], "forces_ev_per_angstrom": [[0.0, 0.1, 1.0], [0.8, 0.6, -1.2], [-0.3, -0.8, -0.2], [-0.2, 0.3, -0.6], [0.2, 0.0, 0.6], [-0.3, 0.1, 0.1], [-0.4, -0.1, -0.7], [0.5, 0.6, -0.8], [1.4, -0.7, 0.5], [-1.0, 0.3, 0.7], [1.0, -0.1, 0.6], [-1.2, -0.1, 0.1], [0.5, -0.3, 0.4], [-0.4, 1.0, -0.6], [0.1, 0.0, -0.5], [1.2, 1.5, -0.6], [-0.4, -0.4, 0.0], [0.2, -0.4, 0.2], [-1.0, -0.6, 1.0], [-0.4, -0.8, -0.1], [-0.5, 0.2, -0.1], [-0.2, 0.0, 0.6], [-0.3, -1.1, 0.2], [-0.5, 0.8, -0.5], [-0.5, 0.1, 0.8], [1.4, 1.3, -1.7], [0.7, -0.2, -0.2], [0.0, 0.0, -0.1], [0.3, -0.2, -0.3], [0.2, 0.3, 0.3], [-0.2, -0.1, -0.2], [0.3, -0.1, 0.1], [0.3, -0.3, -0.1], [-0.4, -0.3, -0.3], [-0.1, 0.0, -0.2], [0.3, 0.2, 0.3], [-0.1, -0.2, -0.3], [0.1, 0.4, 1.0], [0.3, -0.3, 0.3], [-0.2, -0.8, 0.0], [-0.8, 0.4, 0.4], [0.1, -0.1, 0.0]], "nbo_charge": [-0.8856, 0.4795, 0.3664, 0.4444, 0.4381, -1.0844, 0.4295, 0.4603, 0.2201, 0.3203, -0.9162, 0.3392, 0.4338, 0.4769, 0.4420, 2.5236, -0.8960, -0.9480, -0.7762, -0.8673, -0.6468, -0.2204, -0.4370, -0.2260, -0.6191, -0.2330, -0.6198, 0.2087, 0.2036, 0.1968, 0.1958, 0.1949, 0.1718, 0.2003, 0.2152, 0.1964, 0.2198, 0.2005, 0.1698, 0.2002, 0.2209, 0.2067]}